#w
ORCA calculation (ωB97M-V/def2-TZVPD) on the molecule C4H9NOS.

Last column: Mulliken charge in e.
CARTESIAN COORDINATES (ANGSTROEM)
C 0.291 0.997 -2.676  -0.8387
N 0.005 1.373 -1.287  -0.3508
C 0.390 0.278 -0.327  0.2453
C -0.924 -0.482 -0.050  -0.9116
S -0.584 -1.991 1.014  -0.2343
C 1.037 0.857 0.925  -0.2147
O 0.343 1.127 1.865  -0.4456
H 1.368 0.941 -2.804  0.3165
H -0.208 1.737 -3.292  0.3264
H -0.030 -0.029 -2.858  0.2733
H 0.270 2.226 -0.835  0.2299
H 0.988 -0.458 -0.870  0.3515
H -1.244 -0.914 -1.000  0.3502
H -1.719 0.164 0.303  0.3529
H -0.716 -1.186 2.121  0.1465
H 2.094 1.135 0.843  0.4034

Values from the calculation:
Spin multiplicity ... 1
HOMO level ... -0.327 Ha
SMILES string ... CN[C@@H](C=O)CS
LUMO ... 0.729 eV
Gap between HOMO and LUMO ... 9.633 eV

#x
ORCA calculation (ωB97M-V/def2-TZVPD) on the molecule C4H9NOS.

Last column: Mulliken charge in e.
CARTESIAN COORDINATES (ANGSTROEM)
O -1.614 -0.083 -0.862  -0.6174
C -1.312 -0.288 0.305  0.6404
N -0.023 -0.447 0.702  -0.1841
C 1.193 -0.317 -0.056  -0.6858
C 1.253 0.900 -1.006  -0.5250
S 2.741 0.749 -2.038  -0.2566
C -2.426 -0.661 1.251  -0.9950
H 0.102 -0.967 1.550  0.2421
H 1.313 -1.166 -0.724  0.3165
H 2.043 -0.299 0.623  0.3640
H 0.392 1.084 -1.639  0.3901
H 1.348 1.822 -0.419  0.3284
H 3.072 2.045 -2.241  0.1277
H -3.094 -1.325 0.709  0.2872
H -2.906 0.194 1.732  0.2557
H -2.081 -1.242 2.113  0.3117

Values from the calculation:
Spin multiplicity ... 1
HOMO level ... -0.332 Ha
SMILES string ... CC(=O)NCCS
LUMO ... 0.751 eV
Gap between HOMO and LUMO ... 9.784 eV

Result of the stability comparison: #x is the most stable of them.

#w
ORCA calculation (ωB97M-V/def2-TZVPD) on the molecule C4H9NOS.

Last column: Mulliken charge in e.
CARTESIAN COORDINATES (ANGSTROEM)
C 0.473 1.205 1.047  -0.8363
N 0.049 1.403 -0.322  -0.1469
C -1.246 1.708 -0.626  0.1116
O -1.807 1.442 -1.657  -0.5400
C 0.210 -0.208 1.563  -0.4029
C 1.125 -1.259 0.923  -0.6928
S 0.484 -1.913 -0.654  -0.2178
H -0.043 1.931 1.680  0.3236
H 1.541 1.435 1.115  0.3671
H 0.571 0.892 -1.022  0.2444
H -1.735 2.288 0.179  0.3030
H -0.819 -0.439 1.299  0.2772
H 0.309 -0.323 2.643  0.3889
H 1.254 -2.096 1.607  0.3931
H 2.109 -0.822 0.776  0.2996
H 0.495 -3.211 -0.333  0.1280

Values from the calculation:
Spin multiplicity ... 1
HOMO level ... -0.342 Ha
SMILES string ... O=CNCCCS
LUMO ... 0.694 eV
Gap between HOMO and LUMO ... 9.998 eV

#x
ORCA calculation (ωB97M-V/def2-TZVPD) on a cluster of 3 separate species, C4H9NOS in total.

Last column: Mulliken charge in e.
CARTESIAN COORDINATES (ANGSTROEM)
C -1.102 -0.168 0.566  -0.0684
N 0.149 0.359 0.150  -0.4000
C 0.834 1.030 1.410  0.0274
O 0.879 0.497 2.483  -0.3980
C -2.208 0.087 -0.203  -0.1060
C -3.549 -0.264 -0.129  -0.5731
S 3.343 0.458 -0.588  -0.4122
H -1.036 -0.674 1.507  0.3926
H 3.873 -1.468 -2.430  -0.0848
H 0.842 -0.283 0.680  0.2639
H 1.482 1.834 1.030  0.4534
H -2.089 0.925 -0.894  0.2949
H 4.218 -1.102 -2.976  0.0685
H -4.161 0.477 -0.627  0.2290
H -3.991 -1.188 0.220  0.3012
H 2.515 -0.521 -0.199  0.0115

Values from the calculation:
Spin multiplicity ... 1
HOMO level ... -0.255 Ha
LUMO ... -3.342 eV
Gap between HOMO and LUMO ... 3.605 eV

Result of the stability comparison: #w is the most stable of them.

#w
ORCA calculation (ωB97M-V/def2-TZVPD) on a structure of composition C4H7N2S.

Last column: Mulliken charge in e.
CARTESIAN COORDINATES (ANGSTROEM)
C 0.751 -0.458 -0.347  0.1070
C -0.751 0.563 0.219  0.0740
C 1.015 0.466 2.121  -0.7099
C -0.904 -0.536 -2.227  -0.6888
N 0.488 0.252 0.829  -0.0477
N -0.390 -0.268 -0.936  -0.0351
S -2.003 1.461 0.665  -0.1321
H 1.547 -1.137 -0.547  0.4514
H 2.082 0.403 2.272  0.3345
H 0.764 1.398 2.497  0.2940
H 0.644 -0.302 2.735  0.3825
H -1.509 -1.494 -2.231  0.2925
H -0.048 -0.500 -2.829  0.3666
H -1.687 0.151 -2.220  0.3112

Values from the calculation:
Spin multiplicity ... 1
HOMO level (spin up / spin down) ... -0.528 / -0.528 Ha
Total charge ... +1
LUMO (spin up / spin down) ... -5.914 / -5.914 eV
Gap between HOMO and LUMO (spin up / spin down) ... 8.443 / 8.443 eV

#x
ORCA calculation (ωB97M-V/def2-TZVPD) on the ion C4H7N2S with charge +1.

Last column: Mulliken charge in e.
CARTESIAN COORDINATES (ANGSTROEM)
C -1.353 -1.424 0.104  -0.6064
C -2.612 -1.062 0.035  -0.3337
C -0.254 -0.474 -0.006  1.1796
C 0.320 1.969 -0.003  -0.8110
N -0.375 0.769 0.270  -0.3619
N 1.033 -1.016 -0.141  -0.4766
S -3.158 0.576 -0.051  0.1108
H -1.162 -2.411 0.293  0.3084
H -3.343 -1.731 0.230  0.4286
H 0.360 2.322 1.019  0.3500
H 1.095 1.623 -0.696  0.4348
H -0.240 2.771 -0.502  0.2618
H 1.169 -1.953 0.133  0.2675
H 1.786 -0.419 0.226  0.2481

Values from the calculation:
Spin multiplicity ... 1
HOMO level (spin up / spin down) ... -0.515 / -0.506 Ha
Total charge ... +1
LUMO (spin up / spin down) ... -7.780 / -7.857 eV
Gap between HOMO and LUMO (spin up / spin down) ... 6.230 / 5.923 eV

Result of the stability comparison: #w is the most stable of them.

#w
ORCA calculation (ωB97M-V/def2-TZVPD) on the ion C4H7N2S with charge +1.

Last column: Mulliken charge in e.
CARTESIAN COORDINATES (ANGSTROEM)
C -0.258 0.162 -0.030  -0.0372
C 1.053 0.589 -0.096  0.4306
C 1.400 2.050 -0.154  -0.9418
C -1.748 -1.654 0.200  -0.6739
N 0.484 -1.972 -0.120  -0.7300
N -0.439 -1.131 -0.069  0.6643
S 2.122 -0.782 -0.233  0.1581
H -1.095 0.971 0.065  0.2031
H 2.411 2.079 0.036  0.3670
H 1.181 2.650 -1.092  0.2942
H 0.736 2.368 0.650  0.3369
H -1.760 -2.528 -0.400  0.3082
H -1.777 -1.967 1.294  0.3197
H -2.309 -0.833 -0.049  0.3009

Values from the calculation:
Spin multiplicity ... 1
HOMO level ... -0.547 Ha
Total charge ... +1
LUMO ... -5.514 eV
Gap between HOMO and LUMO ... 9.369 eV

#x
ORCA calculation (ωB97M-V/def2-TZVPD) on a structure of composition C4H7N2S.

Last column: Mulliken charge in e.
CARTESIAN COORDINATES (ANGSTROEM)
C 0.526 -1.683 -0.033  -0.0571
C -1.299 -0.070 -0.297  0.1191
C -0.010 0.486 -0.687  0.3507
C 0.245 1.607 0.384  -1.2583
N 1.044 -0.497 -0.548  -0.1408
N -0.713 -1.704 0.337  -0.2203
S -2.701 0.555 -0.050  -0.1161
H 1.166 -2.449 0.327  0.4094
H 0.005 0.838 -1.738  0.2908
H 0.384 1.119 1.443  0.3198
H -0.541 2.289 0.506  0.4139
H 1.050 2.217 0.185  0.4059
H 1.992 -0.289 -0.776  0.2257
H -1.148 -2.419 0.948  0.2574

Values from the calculation:
Spin multiplicity ... 1
HOMO level ... -0.522 Ha
Total charge ... +1
LUMO ... -4.911 eV
Gap between HOMO and LUMO ... 9.280 eV

Result of the stability comparison: #x is the most stable of them.

#w
ORCA calculation (ωB97M-V/def2-TZVPD) on a cluster of 2 separate species, C4H7N2S in total.

Last column: Mulliken charge in e.
CARTESIAN COORDINATES (ANGSTROEM)
C -1.297 0.716 -0.154  -0.0452
C -3.787 -0.810 -0.189  -0.1913
C 0.940 0.418 0.271  -0.3325
C 0.184 -0.863 -0.122  -0.5343
N -0.187 1.283 0.341  -0.1837
N -1.171 -0.522 -0.425  0.0668
S -5.177 -0.190 0.132  0.0773
H -2.266 1.230 -0.154  0.2593
H 1.517 0.344 1.239  0.2770
H 1.550 0.785 -0.600  0.2779
H 0.644 -1.172 -1.197  0.2603
H 0.177 -1.798 0.519  0.3697
H 0.014 2.312 0.316  0.3055
H -2.020 -1.175 -0.503  0.3933

Values from the calculation:
Spin multiplicity ... 1
HOMO level ... -0.515 Ha
Total charge ... +1
LUMO ... -4.285 eV
Gap between HOMO and LUMO ... 9.729 eV

#x
ORCA calculation (ωB97M-V/def2-TZVPD) on the ion C4H7N2S with charge +1.

Last column: Mulliken charge in e.
CARTESIAN COORDINATES (ANGSTROEM)
C -1.539 1.196 -0.048  -0.2931
C -0.206 1.423 -0.238  0.0325
C -1.767 -1.127 0.525  -0.2599
C 2.626 -1.021 -0.143  -0.8381
N -2.197 0.029 0.134  -0.0608
N 0.608 0.413 -0.145  -0.2742
S 2.151 0.679 0.243  0.2398
H -2.277 1.975 -0.005  0.3665
H 0.069 2.411 -0.346  0.4442
H -2.411 -1.908 0.621  0.3415
H 1.925 -1.762 0.087  0.3253
H 3.604 -1.222 0.417  0.3206
H 2.604 -1.182 -1.183  0.3720
H -3.191 0.097 0.080  0.2839

Values from the calculation:
Spin multiplicity ... 1
HOMO level (spin up / spin down) ... -0.503 / -0.458 Ha
Total charge ... +1
LUMO (spin up / spin down) ... -6.334 / -6.533 eV
Gap between HOMO and LUMO (spin up / spin down) ... 7.350 / 5.931 eV

Result of the stability comparison: #w is the most stable of them.

#w
ORCA calculation (ωB97M-V/def2-TZVPD) on a cluster of 5 separate species, C4H17NO3 in total.

Last column: Mulliken charge in e.
CARTESIAN COORDINATES (ANGSTROEM)
C 1.724 1.000 -0.424  -1.3673
C 0.354 0.599 0.317  0.4955
C -0.278 -0.769 -0.035  -0.4325
C -1.826 -0.829 0.327  -1.1343
N -0.638 1.627 0.151  -0.3287
H 2.154 0.162 -1.147  0.2546
H 2.495 1.159 0.251  0.3897
H 1.615 1.919 -1.004  0.4241
H 0.681 0.558 1.364  0.2562
H 0.216 -1.474 0.565  0.2946
H -0.169 -1.082 -1.137  0.4268
H -2.307 0.197 0.275  0.2774
H -1.759 -1.244 1.376  0.3494
H -2.267 -1.537 -0.348  0.3317
H -0.782 1.665 -0.868  0.1897
H -0.180 0.849 -2.824  0.2720
H -2.827 0.436 -3.479  0.2877
H -1.598 0.485 -2.654  -0.1035
O -2.667 0.256 -2.524  -0.5845
H 1.945 -0.964 2.101  0.3932
H 0.511 -1.436 3.634  0.1817
O 0.600 -1.030 2.793  -0.7351
H 2.782 -1.986 1.226  0.2639
H -0.471 2.468 0.651  0.2683
O 2.690 -1.031 1.415  -0.6707

Values from the calculation:
Spin multiplicity ... 1
HOMO level ... -0.320 Ha
LUMO ... -5.382 eV
Gap between HOMO and LUMO ... 3.334 eV

#x
ORCA calculation (ωB97M-V/def2-TZVPD) on a cluster of 4 separate species, C4H17NO3 in total.

Last column: Mulliken charge in e.
CARTESIAN COORDINATES (ANGSTROEM)
C 0.697 -1.545 -1.590  -1.0141
N -0.328 -0.492 -1.366  -0.3397
C 0.777 1.343 -2.734  -1.3818
C 0.185 0.890 -1.370  0.5139
C 1.279 1.035 -0.283  -1.4708
H 0.967 -1.899 -0.593  0.2512
H 1.599 -1.076 -1.971  0.3241
H 0.268 -2.369 -2.144  0.3508
H -1.074 -0.653 -2.031  0.2305
H 0.280 2.184 -3.211  0.3471
H 0.805 0.544 -3.483  0.3455
H 1.835 1.557 -2.584  0.3399
H -0.646 1.523 -1.066  0.4352
H 1.455 2.111 -0.218  0.4586
H 2.189 0.488 -0.496  0.3702
H 0.908 0.685 0.683  0.2782
H -0.514 1.852 2.548  0.3256
H 0.024 1.808 3.957  0.2729
O -0.070 1.260 3.170  -0.6109
H -1.655 -0.133 1.649  0.3152
H -1.941 0.093 0.186  0.3332
O -2.057 0.512 1.055  -0.6610
H 0.066 -2.483 2.888  0.3308
H -0.443 -2.294 1.449  0.3122
O -0.232 -2.963 2.110  -0.6567

Values from the calculation:
Spin multiplicity ... 1
HOMO level ... -0.330 Ha
SMILES string ... CNC(C)C.O.O.O
LUMO ... 0.640 eV
Gap between HOMO and LUMO ... 9.621 eV

Result of the stability comparison: #x is the most stable of them.

#w
ORCA calculation (ωB97M-V/def2-TZVPD) on a cluster of 5 separate species, C4H17NO3 in total.

Last column: Mulliken charge in e.
CARTESIAN COORDINATES (ANGSTROEM)
C -1.855 -0.164 0.764  -0.4557
N -0.587 -0.919 0.728  -0.0261
C 1.465 0.252 1.223  -0.8913
C 0.692 -0.462 0.139  0.3203
C 0.800 0.101 -1.222  -1.0646
H -1.630 0.884 1.194  0.1432
H -2.561 -0.715 1.414  0.3306
H -2.378 0.022 -0.261  0.2759
H 1.888 -3.096 -3.519  0.0827
H 1.153 1.327 1.287  0.0626
H 2.557 0.340 1.349  0.3624
H 1.087 -0.354 2.080  0.3296
H 0.999 -1.537 0.072  0.3543
H 1.756 -0.189 -1.547  0.4239
H 0.356 1.194 -1.184  0.2662
H 0.188 -0.621 -1.965  0.2333
H -1.357 -3.215 -1.214  0.2282
H -1.477 3.567 -0.447  0.2217
O -1.279 2.621 -0.271  -0.7510
H -0.779 -1.788 0.208  0.3377
H 2.060 -3.190 -2.788  -0.0838
O -0.628 -2.558 -1.186  -0.6222
H -0.716 2.718 0.928  0.4206
H 0.523 3.111 2.207  0.2367
O -0.277 2.669 2.012  -0.7350

Values from the calculation:
Spin multiplicity ... 1
HOMO level ... -0.327 Ha
LUMO ... -5.370 eV
Gap between HOMO and LUMO ... 3.526 eV

#x
ORCA calculation (ωB97M-V/def2-TZVPD) on a cluster of 5 separate species, C4H17NO3 in total.

Last column: Mulliken charge in e.
CARTESIAN COORDINATES (ANGSTROEM)
C 1.712 -0.580 0.413  -0.9896
C 1.480 0.321 1.693  -0.1252
N 0.794 1.465 1.410  -0.1341
C -3.335 -0.466 -0.713  -0.9045
C 1.285 2.617 2.050  -0.9120
H 0.763 -0.855 -0.014  -0.0019
H 2.262 0.008 -0.276  0.4019
H 2.297 -1.428 0.713  0.4283
H 2.422 0.466 2.135  0.4848
H 0.817 -0.245 2.377  0.3044
H -4.338 -0.135 -0.379  0.3119
H -2.715 -1.007 -0.014  0.1486
H -3.494 -1.107 -1.576  0.2356
H 0.640 3.473 1.857  0.3038
H 1.347 2.447 3.132  0.4009
H 2.323 2.880 1.774  0.3987
H 0.169 0.588 -1.623  0.3493
H 0.749 -1.721 -2.643  0.1657
O 0.104 -1.261 -2.125  -0.8552
H -0.967 -3.728 -0.645  0.2487
H -0.728 -2.274 -1.130  0.4145
O -1.306 -2.832 -0.575  -0.6494
H -2.820 0.463 -0.984  0.2125
H 0.190 1.536 -0.411  0.4058
O 0.106 1.501 -1.348  -0.6436

Values from the calculation:
Spin multiplicity ... 1
HOMO level ... -0.300 Ha
LUMO ... -4.726 eV
Gap between HOMO and LUMO ... 3.446 eV

Result of the stability comparison: #x is the most stable of them.

#w
ORCA calculation (ωB97M-V/def2-TZVPD) on a cluster of 2 separate species, C4H10N3O in total.

Last column: Mulliken charge in e.
CARTESIAN COORDINATES (ANGSTROEM)
C -1.272 0.227 1.010  -0.5924
C -0.989 1.442 0.584  -0.3993
C -0.625 -0.766 0.021  0.9862
C 2.543 -0.129 0.244  -1.0012
N 0.302 0.126 -0.739  -0.5775
N -1.592 -1.250 -0.878  -0.5071
N 0.066 1.461 -0.451  0.1767
O 0.013 -1.759 0.741  -0.4638
H -1.959 -0.082 1.788  0.4424
H -1.332 2.427 1.065  0.4026
H 2.597 -1.019 -0.359  0.2965
H 2.998 0.805 0.079  0.4374
H 1.967 -0.221 1.197  0.2909
H -2.190 -0.691 -1.328  0.1813
H -1.177 -1.947 -1.472  0.2300
H -0.191 1.907 -1.395  0.3774
H 0.852 2.075 -0.317  0.3714
H -0.011 -2.606 0.212  0.3487

Values from the calculation:
Spin multiplicity ... 3
HOMO level (spin up / spin down) ... -0.428 / -0.539 Ha
Total charge ... +1
LUMO (spin up / spin down) ... -3.549 / -6.165 eV
Gap between HOMO and LUMO (spin up / spin down) ... 8.084 / 8.497 eV

#x
ORCA calculation (ωB97M-V/def2-TZVPD) on the ion C4H10N3O with charge +1.

Last column: Mulliken charge in e.
CARTESIAN COORDINATES (ANGSTROEM)
C 0.931 2.351 0.004  -0.6888
C -1.346 -0.394 -1.195  0.2008
C -0.195 -2.079 -0.110  -0.9496
C -0.117 0.206 0.779  0.1592
N -0.114 1.619 0.088  -0.3299
N -0.689 -0.722 -0.176  0.1746
N 1.185 -0.306 1.082  -0.5610
O -1.779 0.775 -1.570  -0.3929
H 0.652 3.281 -0.389  0.3425
H 1.875 2.129 0.577  0.2891
H -1.680 -1.053 -1.928  0.3649
H -0.826 -2.809 -0.701  0.2974
H 0.694 -2.233 -0.551  0.4767
H -0.039 -2.389 0.967  0.3369
H -0.672 0.360 1.798  0.2382
H -1.452 1.506 -1.011  0.4248
H 1.607 0.205 1.972  0.3315
H 1.964 -0.446 0.365  0.2858

Values from the calculation:
Spin multiplicity ... 3
HOMO level (spin up / spin down) ... -0.362 / -0.557 Ha
Total charge ... +1
LUMO (spin up / spin down) ... -3.844 / -7.269 eV
Gap between HOMO and LUMO (spin up / spin down) ... 6.003 / 7.901 eV

Result of the stability comparison: #x is the most stable of them.